DFT (the ωB97M-V functional and the def2-TZVPD basis) results for an isolated molecule of C3H4N2S at a distorted geometry.

For the HOMO energy (alpha / beta), the calculation gives -7.54 / -7.53 eV. The calculation puts the HOMO-LUMO gap (alpha / beta) at 5.075 / 5.067 eV. The calculation puts the energy above the lowest of the compared OMol25 structures with the same formula, charge and spin at 4.9450 eV.

CARTESIAN COORDINATES (ANGSTROEM)
C -0.253776 -0.189741 -0.157890
C -0.205987 -0.308039 1.268940
C 0.698321 0.596732 -0.963142
N -1.324344 -0.720003 -0.586539
N -0.517943 0.009390 2.405081
S 2.222830 -0.374874 -1.124127
H 0.338277 0.625498 -1.916739
H 0.991374 1.656620 -0.554888
H -1.413327 -0.602126 -1.571860
H -0.535426 -0.693456 3.201163

Forces on atoms 1 to 2 (eV/Å):
C -0.503 0.771 -0.345
C -0.456 1.751 3.122

---

DFT (the ωB97M-V functional and the def2-TZVPD basis) results for a structure of composition C11H14Cl2CoN2O6SeSi at a distorted geometry.

For the HOMO energy (alpha / beta), the calculation gives -1.80 / -1.80 eV. The calculation puts the HOMO-LUMO gap (alpha / beta) at 6.206 / 6.198 eV. The calculation puts the energy above the lowest of the compared OMol25 structures with the same formula, charge and spin at 0.0448 eV. Its spin multiplicity is 2. The charge is -2.

CARTESIAN COORDINATES (ANGSTROEM)
Co 0.077555 0.220105 0.432907
O -0.186654 4.296231 0.666819
C -0.180887 3.064595 0.757021
O 0.037861 2.194266 -0.140865
C -0.522310 2.442197 2.098786
C -1.061285 3.104982 3.185593
C -1.447502 2.350076 4.287387
C -1.291394 0.968581 4.271873
C -0.745598 0.389194 3.141803
N -0.371502 1.132209 2.116971
C -0.637225 -1.099229 2.867585
O -0.805208 -1.881624 3.806417
O -0.415298 -1.349121 1.641641
H -1.182138 4.177739 3.130336
H -1.900661 2.835034 5.145274
H -1.594893 0.326959 5.089575
Cl -5.452613 0.070704 -1.097394
C -3.671954 0.034524 -0.809717
Cl -3.225536 0.686745 0.763366
H -3.188843 0.627556 -1.568524
H -3.334732 -0.987779 -0.857042
C 2.083942 -2.952065 -1.842942
Si 1.257092 -1.519481 -2.718144
C 2.549026 -0.212177 -3.019924
C 0.801098 -2.181017 -4.429852
Se -0.608367 -0.835110 -1.728335
H 2.805783 -3.452003 -2.504655
H 1.331486 -3.681536 -1.522364
H 2.605969 -2.592264 -0.948221
H 3.346518 -0.597947 -3.672687
H 2.973662 0.103912 -2.062644
H 2.095670 0.668208 -3.493452
H 1.692250 -2.612748 -4.912571
H 0.411226 -1.380540 -5.070610
H 0.034481 -2.962538 -4.353563
O 2.603169 0.658004 2.086787
N 3.005350 0.121726 1.070181
O 2.112463 -0.176370 0.193188

Forces on atoms 1 to 2 (eV/Å):
Co -0.650 0.400 0.698
O -0.011 -0.204 -0.096

---

DFT (the ωB97M-V functional and the def2-TZVPD basis) results for an isolated molecule of C4H8N2 at a distorted geometry.

For the HOMO energy, the calculation gives -7.70 eV. The calculation puts the HOMO-LUMO gap at 8.763 eV. The calculation puts the energy above the lowest of the compared OMol25 structures with the same formula, charge and spin at 1.7868 eV. As for the SMILES: CN1CCC=N1.

CARTESIAN COORDINATES (ANGSTROEM)
C 2.036220 -0.277023 0.000411
N 0.600280 -0.205725 0.035066
C -0.208890 0.973512 -0.089834
C -1.644612 0.340084 0.065760
C -1.346332 -1.105211 -0.049488
N -0.133780 -1.389197 -0.045322
H 2.529448 0.368309 0.846873
H 2.205887 -1.353577 0.192754
H 2.452400 0.094632 -0.967404
H -0.086836 1.508156 -1.037531
H 0.049643 1.620452 0.754371
H -2.322241 0.776535 -0.758923
H -2.013033 0.581424 1.102878
H -2.118158 -1.932370 -0.049616

Forces on atoms 1 to 2 (eV/Å):
C 0.183 0.644 0.918
N 0.281 -0.992 0.072